The following is a DFT calculation (ωB97M-V with the def2-TZVPD basis set) of 3 unconnected molecules or ions with the total composition C4H12NO2.

Calculated values
E_LUMO   -4.96 eV
Charge   +1
E_HOMO   -0.5118 Ha
Maximum force   0.06199 hartree/bohr
Gap between HOMO and LUMO   0.329 Ha
E   -364.5220 Ha

Cartesian coordinates (Å):
C (-1.91638, -0.96982, -0.88674)
C (-0.59086, -1.67150, -1.04091)
C (0.03242, -1.79897, -2.22833)
C (0.46453, -0.85387, 0.91397)
N (0.32436, -1.81036, 0.06673)
H (-2.65385, -1.75829, -1.06047)
H (-2.03585, -0.07469, -1.49086)
H (-2.02095, -0.68154, 0.15941)
H (1.06297, -2.10647, -2.30969)
H (-0.33291, -1.20828, -3.06588)
H (1.12361, -0.93207, 1.76767)
H (-0.06986, 0.09197, 0.85082)
H (1.10578, -2.45866, 0.10018)
H (-2.09068, 4.58199, 0.66246)
H (-0.67346, 5.09657, 0.42850)
O (-1.25241, 4.71556, 1.10384)
H (2.82679, 0.81400, 2.68036)
H (3.72097, 0.73814, 1.47533)
O (2.97578, 0.28629, 1.87364)